Entry 1:
Here is a molecular structure, C43H47Cl2CuN5O11P3 from the OMol25 dataset. Energies are from wB97M-V/def2-TZVPD.

CARTESIAN COORDINATES (ANGSTROEM)
O: 1.08675 -0.36827 -1.65478
O: 6.29576 0.02621 -4.97106
H: 0.87114 3.03073 3.95955
C: -1.98715 -2.00530 1.75758
H: -3.59918 -1.02905 0.74297
H: -1.10336 3.56582 -1.06311
C: -0.42750 1.78496 5.11833
P: -0.75964 -0.72785 1.25455
H: -3.20362 -4.35259 -3.18933
C: -1.34299 -0.12066 3.97504
C: -2.15815 -2.81065 -2.12857
C: 2.89934 -1.03068 -2.99620
C: -1.83490 2.37485 -4.25284
C: 0.61957 -2.72857 0.31470
C: -2.99733 -3.29135 -3.30426
O: 1.39145 -2.72211 -2.77133
C: 3.56048 0.49615 3.16235
C: -1.64264 -3.09167 2.56002
C: -5.31212 1.68388 -2.42914
H: -3.66034 1.87667 1.66821
C: 0.25365 2.14354 3.96559
C: -0.64801 0.22045 2.82074
C: -3.01975 4.57465 -0.93080
H: -2.78234 5.32097 -1.67274
C: 1.87697 -0.97457 4.01923
C: 2.02531 -0.03375 -2.41055
H: 4.21176 -0.43227 -0.69716
O: -1.87857 -1.42156 -2.23653
H: -1.74940 0.36081 6.01543
H: 0.49576 -2.31046 -0.68898
H: 0.65759 1.65102 1.91950
C: 0.14013 1.36925 2.82657
P: 2.02117 -0.56797 1.16748
H: -2.45676 -3.13057 -4.23398
O: 5.86768 2.11971 -4.72738
C: 4.64019 -3.73854 1.23321
C: 3.40029 -1.72657 0.80122
H: -5.45021 3.55769 1.18289
H: -0.22891 -3.38570 0.51739
H: 1.77894 -1.12928 6.15157
H: -5.00966 5.29631 -0.55438
H: 1.06721 -1.66892 3.85664
H: 4.77436 -4.64916 1.79863
H: -5.25631 1.74006 -3.51218
H: -2.31769 -4.85156 3.56978
C: -2.07736 3.62646 -0.60407
H: 4.06744 0.94485 2.31780
H: 6.35109 -4.07373 -0.00780
H: -5.27035 -2.73006 1.33148
N: 2.56170 -2.41753 -2.87801
C: 2.49838 -0.37195 2.93414
H: -3.93402 -2.74212 -3.35327
H: 2.88703 -3.14863 2.31441
C: 2.54624 4.27463 0.46269
C: 3.57590 1.62626 -3.40046
C: -4.50915 3.59136 0.65449
H: -2.86033 2.72667 -4.16678
H: 4.65487 -1.50589 -4.10982
C: 4.04227 -0.71725 -3.69296
H: -0.35705 2.39535 6.00782
C: -3.90018 -3.90480 2.48480
O: 3.47522 -3.21842 -2.91471
H: 3.42089 4.77385 0.88012
H: -0.62303 -3.18841 2.89965
C: -1.70586 0.96676 -3.69789
C: 5.38034 -2.22067 -0.47106
C: 5.53163 -3.40883 0.22325
H: -4.45985 2.21555 -2.01433
C: -2.59273 -4.02539 2.92993
C: 2.39829 1.32825 -2.73332
N: 0.68820 -1.70245 1.36549
H: -1.18078 -3.30153 -2.15027
C: -4.25899 4.56581 -0.30381
C: 2.28243 -0.67697 5.30842
H: -5.33740 0.17906 -0.88365
N: -2.34753 2.67374 0.30665
C: -4.25315 -2.83229 1.68386
H: -6.12037 -0.32047 -2.40280
C: -1.22004 0.65109 5.11889
Cl: 1.13413 4.70171 1.43091
C: 3.58127 -2.90198 1.52379
C: 4.40528 0.61748 -3.86751
H: 3.83275 2.66091 -3.58358
Cu: -0.27383 0.70641 -0.67298
O: -1.49231 1.76837 0.61218
H: -1.53846 2.37832 -5.29849
Cl: 2.83518 2.52018 0.49910
C: -3.54016 2.65938 0.93624
H: 3.64172 0.44434 6.53606
H: 1.53222 -3.32339 0.33489
N: 5.60855 0.94356 -4.56895
H: 4.81031 1.44809 4.60770
C: 3.32375 0.20833 5.52954
H: -6.23489 2.15452 -2.10326
O: 0.41239 2.22344 -2.01492
H: -1.18783 3.04623 -3.69645
C: -3.30638 -1.88235 1.33776
H: 2.35738 4.54634 -0.57972
C: -5.27492 0.23156 -1.97842
O: -4.10803 -0.42645 -2.41768
H: -0.69123 0.58374 -3.84325
N: 1.60282 2.40998 -2.34596
H: -2.40604 0.28530 -4.18913
O: -1.97633 0.99181 -2.29314
O: 2.08552 3.54375 -2.35630
P: -2.70434 -0.23964 -1.52935
H: -2.66110 -3.03903 -1.18164
C: 3.97840 0.77670 4.44866
H: -4.64297 -4.63602 2.77034
C: 4.32112 -1.37690 -0.17704
H: -1.97370 -0.99721 4.00113
H: 6.08700 -1.95386 -1.24327

## Properties
HOMO: -7.2 eV
HOMO-LUMO gap: 0.2224 hartree
max |F|: 0.03443 hartree/bohr

Results of the Löwdin charge analysis, in e, for atoms 1 through 8: O -0.0740; O 0.0800; H 0.0883; C -0.3480; H 0.0415; H 0.1154; C -0.0806; P 1.0464



Entry 2:
Here is 6 unconnected molecules or ions with the total composition C43H47N8O10S3 from the OMol25 dataset. Energies are from wB97M-V/def2-TZVPD.

CARTESIAN COORDINATES (ANGSTROEM)
H: 6.42880 -3.85534 -4.23161
H: 5.26601 -0.30331 9.39904
H: 3.29998 -0.48978 -6.63763
O: -1.45575 5.17166 -1.63119
C: 5.23830 -2.19947 -4.86235
N: -1.64529 5.43477 -2.80332
C: -0.53377 6.03901 -3.56016
C: -1.39337 -6.27568 2.10403
H: -4.09934 -0.09400 -4.61642
C: -2.36883 1.41215 -0.25890
H: -0.47504 2.22075 0.38279
H: 3.41546 0.20160 7.83513
C: -0.45910 -1.02856 -3.99801
N: -1.85265 0.02515 -0.49486
H: 0.26658 -8.04279 4.46144
C: -1.48272 -1.89459 7.43325
H: -2.12273 0.09289 2.37230
H: -0.19471 -8.04480 2.03694
O: 3.59341 2.93924 5.10074
H: -3.50628 -0.77350 0.59222
H: -3.13545 1.64165 -1.00570
C: -0.60291 -7.26434 2.66475
C: 1.71189 6.81799 -3.63671
C: 1.49947 -2.28092 -4.95925
C: 1.53731 7.14492 -4.97544
O: -2.68341 5.22614 -3.39535
O: -0.95173 -4.06300 6.84764
C: -0.84625 0.74806 7.76996
O: -2.33035 2.45254 -8.18536
N: 2.92121 -2.64371 -4.80193
H: 0.18210 7.17759 -6.64051
H: 4.43428 -5.28123 -3.76347
H: 1.13168 0.20464 7.14912
H: -0.60126 -0.73436 -5.03995
H: -2.29740 -1.94421 0.10894
N: -2.76237 -4.24710 2.36617
C: -3.77659 1.18645 -6.28479
C: -1.65144 -5.26915 4.29760
C: 4.32031 -4.27670 -4.14897
H: 4.41423 0.24055 -5.51181
N: -1.83040 -3.30906 7.23227
H: -1.18338 -1.80761 -3.77216
H: 0.93170 -2.24320 -2.91808
C: 5.43484 -3.46524 -4.40068
C: 3.90241 -1.77251 -5.06106
C: 5.66841 2.51749 6.78450
S: -0.84703 0.38606 -2.93359
N: 3.09100 -3.88110 -4.35294
H: -0.65748 -6.26365 5.91002
H: -6.54998 0.34865 -4.54070
H: 0.95696 -3.21954 -5.03865
C: -0.86149 -6.26450 4.85042
H: -7.57368 1.88356 -6.18579
H: 0.55344 -2.19583 6.84539
C: 3.55230 -0.41449 -5.57624
C: -2.06619 -0.34099 -1.81656
C: -1.74731 -0.77520 1.82763
C: 0.66907 6.25948 -2.91484
C: 0.31756 6.91847 -5.59953
H: -6.15729 2.98955 -7.89570
C: 0.13037 -0.14501 7.34647
H: -0.59620 1.79334 7.89678
H: 7.36489 0.99557 9.28460
H: -2.07358 -4.48932 4.90664
N: -3.51852 2.71778 -8.18773
O: -4.04844 3.49505 -8.95227
C: -5.93363 0.82472 -5.29207
H: -1.70858 3.44536 -0.02484
C: -1.28759 2.48072 -0.29579
C: 6.69923 2.23181 7.66515
H: 2.72772 0.04072 -5.03698
H: -1.68963 6.17600 -5.35707
H: 5.76127 3.30312 6.05009
H: -2.71320 1.00619 -6.32652
H: 0.78256 6.00229 -1.87241
C: 0.96554 -1.52473 -3.74170
H: -0.66875 -0.66291 1.70720
H: -3.46724 -1.38437 8.05688
H: 6.44892 -0.28226 -4.28905
O: -3.18356 -3.38993 3.11783
C: -4.56879 0.57147 -5.32938
S: 6.64459 -1.19574 -5.25160
H: 2.35496 7.58035 -5.53453
H: -2.89367 1.00974 8.36234
C: -1.90450 -5.29847 2.93971
H: -1.61487 -6.26321 1.04748
C: -4.36962 2.04874 -7.18659
H: 1.35286 -1.75369 -5.90070
C: -2.13847 0.31068 8.03030
C: 5.37717 0.48477 8.66718
C: -0.34348 -7.25922 4.03081
H: -0.88759 2.57370 -1.30560
C: 4.50633 1.77221 6.86564
C: -2.46802 -1.02470 7.86301
H: -1.94886 -1.64982 2.44633
C: -0.18754 -1.48302 7.17505
C: 4.33761 0.76105 7.79405
C: -5.72673 2.31192 -7.17394
H: 2.66117 7.00006 -3.15162
N: 3.41249 2.06809 5.92303
C: -2.42878 -0.92919 0.47246
O: 2.38509 1.42001 6.02286
C: -0.73361 6.35943 -4.89023
H: 1.62926 -0.72722 -3.40679
C: -6.51041 1.68904 -6.21444
S: -3.28885 -1.23151 -2.40985
C: 6.55545 1.21680 8.60183
O: -2.99880 -4.29071 1.17357
O: -2.97494 -3.65251 7.43743
H: -2.87269 1.42200 0.70582
H: 7.61594 2.80327 7.61909

## Properties
total charge: +1
HOMO: -10.3 eV
HOMO-LUMO gap: 0.2125 hartree
max |F|: 0.01981 hartree/bohr

Results of the Löwdin charge analysis, in e, for atoms 1 through 8: H 0.1257; H 0.1108; H 0.1231; O 0.0574; C -0.5081; N -0.3392; C -0.1461; C -0.0102